(1)
C22H38CdCl2F2O25S | wB97M-V/def2-TZVPD

Relative energy (zero: lowest compared OMol25 entry of this formula, charge and spin), kJ/mol: 0.00
Gap between HOMO and LUMO, eV: 8.317

Positions of all 91 atoms, in Å:
Cd1 1.79374 -1.98157 2.21799
S1 0.46156 -1.19487 -0.05058
O1 -0.44954 -1.96927 -0.86620
O2 0.74057 0.11576 -0.61819
O3 0.03080 -1.06621 1.39249
O4 1.72289 -2.02162 0.20588
C1 -5.82188 4.25410 1.57236
O5 -4.51099 3.78203 1.79469
C2 -4.16035 2.72669 1.06447
O6 -4.90899 2.06594 0.38964
O7 -2.87314 2.50196 1.24898
C3 -2.32218 1.38473 0.56343
H1 -5.96942 4.60284 0.54967
H2 -6.08696 5.07189 2.23621
H3 -6.53391 3.44580 1.75964
H4 -2.19950 1.52636 -0.50491
H5 -2.91417 0.52496 0.88667
H6 -1.37382 1.12868 1.03715
C4 -2.71203 -2.13205 1.52723
O8 -3.88363 -1.68729 2.19256
C5 -3.96164 -1.86356 3.51226
O9 -3.09184 -2.33684 4.19493
O10 -5.11709 -1.43207 4.00280
C6 -6.05331 -0.77848 3.15215
H7 -1.87177 -2.18426 2.21340
H8 -2.48624 -1.52929 0.66123
H9 -2.83620 -3.18233 1.23645
H10 -6.66977 -1.48911 2.60344
H11 -5.60452 -0.06000 2.47186
H12 -6.72217 -0.21510 3.80353
C7 4.79016 -4.28071 0.10705
O11 5.52804 -3.97439 1.29178
C8 4.86980 -3.43042 2.26716
O12 3.68732 -3.10545 2.20626
O13 5.64625 -3.29327 3.31879
C9 5.12588 -2.52699 4.40196
H13 5.37614 -4.96652 -0.49996
H14 4.55676 -3.38486 -0.45935
H15 3.89336 -4.85988 0.33689
H16 5.92125 -2.32523 5.11571
H17 4.41054 -3.11584 4.98518
H18 4.68639 -1.58265 4.08706
C10 5.22374 0.80764 1.05808
O14 4.10932 1.61991 1.45344
C11 3.07884 1.09076 2.05118
O15 2.92445 -0.11588 2.22444
O16 2.27009 2.04273 2.43377
C12 1.00305 1.71465 3.01339
H19 5.95731 0.84268 1.86441
H20 5.66121 1.18233 0.14297
H21 4.90441 -0.22838 0.94581
H22 1.09115 1.60184 4.09657
H23 0.63463 0.76891 2.62569
H24 0.29825 2.50716 2.79370
C13 0.50895 3.04428 -1.92673
O17 -0.00819 3.90242 -2.93009
C14 -0.94577 4.76006 -2.53861
O18 -1.51777 4.75744 -1.48360
O19 -1.11441 5.66341 -3.50848
C15 -2.39391 6.24587 -3.59167
H25 0.25805 3.36668 -0.91313
H26 1.58691 2.99325 -2.03683
H27 0.03418 2.06574 -1.95515
H28 -2.63598 6.89606 -2.75593
H29 -3.20162 5.51114 -3.69237
H30 -2.41688 6.74560 -4.55985
C16 3.49311 0.06396 -2.09856
C17 3.20570 -1.23532 -2.79670
O20 4.42073 -1.90535 -2.78621
C18 5.42639 -0.99973 -2.52172
O21 6.58043 -1.25448 -2.59659
O22 4.92063 0.19268 -2.12097
F1 2.80972 -0.99296 -4.08758
H31 3.21781 -0.06838 -1.05372
H32 2.97688 0.85497 -2.63185
H33 2.38102 -1.66327 -2.23914
C19 -1.83749 -1.32555 -3.52767
C20 -1.10978 -0.00776 -3.30711
O23 -2.16021 0.91190 -3.22302
C21 -3.25592 0.39944 -3.87852
O24 -4.23532 1.01111 -4.10902
O25 -3.02868 -0.88860 -4.19229
F2 -0.36185 0.27456 -4.42402
H34 -2.03229 -1.92835 -2.64409
H35 -1.26588 -1.98281 -4.18512
H36 -0.48917 0.01654 -2.41611
C22 -1.35091 -4.75283 -1.14099
Cl1 -0.27922 -6.14538 -1.09107
Cl2 -3.05869 -5.26036 -1.10914
H37 -1.20268 -4.15768 -0.25094
H38 -1.18076 -4.10429 -1.98865

(2)
C20H16N2O2S4 | wB97M-V/def2-TZVPD

Structure (SMILES): O=C(CCC[C@H]1C(=O)/C(=C/c2cccs2)SC1=S)Nc1nc2ccccc2s1
Relative energy (zero: lowest compared OMol25 entry of this formula, charge and spin), kJ/mol: 300.93
Gap between HOMO and LUMO, eV: 7.264

Positions of all 44 atoms, in Å:
O1 2.68526 -0.57721 -2.44591
C1 1.48814 -0.29468 -2.57206
C2 1.09887 0.94440 -1.72721
C3 1.26813 0.79467 -0.21080
C4 -0.02610 0.65210 0.65400
C5 0.31109 0.56793 2.22584
C6 0.45815 1.94986 2.93585
O2 1.15646 2.78134 2.41286
C7 -0.36025 2.37617 4.07669
C8 -0.22631 3.65546 4.67678
C9 -1.04426 4.21252 5.79148
C10 -2.07731 3.73021 6.49022
C11 -2.57924 4.48829 7.73893
C12 -1.94379 5.68408 7.82822
S1 -0.73165 5.82657 6.55444
S2 -1.43535 1.04255 4.39754
C13 -0.80736 0.06139 3.01747
S3 -1.38945 -1.61399 2.90936
N1 0.58184 -0.89202 -3.36266
C14 0.85658 -2.02123 -4.08738
N2 -0.14495 -2.32420 -4.84834
C15 0.02728 -3.53196 -5.44292
C16 -0.74406 -4.12189 -6.51679
C17 -0.41899 -5.42255 -6.98662
C18 0.75449 -5.98475 -6.49867
C19 1.58481 -5.31916 -5.59138
C20 1.18616 -4.15441 -4.98901
S4 2.14783 -3.12400 -3.92588
H1 0.08323 1.20116 -1.90137
H2 1.67923 1.79159 -2.07626
H3 1.87887 -0.16099 0.01478
H4 1.80298 1.69626 0.06448
H5 -0.47706 -0.30164 0.47103
H6 -0.73095 1.49024 0.59139
H7 1.12865 0.03496 2.40041
H8 0.50820 4.33955 4.30515
H9 -2.59544 2.80152 6.37758
H10 -3.34383 4.18077 8.33669
H11 -2.22762 6.36825 8.63297
H12 -0.32504 -0.51943 -3.40163
H13 -1.71021 -3.56824 -6.77636
H14 -1.11447 -6.02272 -7.45830
H15 1.23176 -6.96042 -6.61583
H16 2.53567 -5.75635 -5.46874

(3)
C9H10F5MoN | wB97M-V/def2-TZVPD

Multiplicity: 3
Gap between HOMO and LUMO (spin up / spin down), eV: 7.637 / 6.950

Positions of all 26 atoms, in Å:
C1 -0.90644 1.09741 -1.62767
C2 0.48813 1.02869 -1.99153
C3 1.18023 2.14235 -1.43620
C4 0.22154 2.97601 -0.70254
C5 -1.09259 2.29580 -0.83771
Mo1 0.33292 1.04136 0.36331
N1 -0.57529 -1.95332 -0.10985
C6 -0.75438 -3.25611 -0.43235
C7 0.75507 -2.70436 -0.59794
H1 2.26317 2.33888 -1.49794
H2 0.89660 0.27236 -2.69652
H3 0.43555 3.83642 -0.04930
H4 -2.02726 2.60481 -0.37872
H5 -1.70327 0.40084 -1.96026
H6 1.10034 -2.19221 -1.57934
H7 -1.36034 -3.44770 -1.37562
H8 -1.56350 -1.61966 0.35703
H9 1.32659 -2.50688 0.31521
H10 -0.79718 -3.94182 0.43362
F1 1.65980 1.94863 2.75311
C8 1.26440 0.67207 2.29061
F2 2.33410 -0.16229 2.28944
C9 0.15200 0.10989 3.18100
F3 0.60801 0.21473 4.48104
F4 -1.03695 0.76896 3.12946
F5 -0.07144 -1.21888 2.95677

(4)
C4H9NO2S2 | wB97M-V/def2-TZVPD

Relative energy (zero: lowest compared OMol25 entry of this formula, charge and spin), kJ/mol: 424.24
Gap between HOMO and LUMO (spin up / spin down), eV: 7.697 / 7.224

Positions of all 18 atoms, in Å:
C1 -1.21209 -0.07728 -0.53349
C2 -3.32198 0.68242 -1.13203
C3 1.15826 -0.73634 2.97020
C4 2.40694 0.19925 -1.83564
N1 0.96637 0.55247 0.48454
O1 -1.18092 -1.21454 -0.86877
O2 -1.97137 0.88905 -0.52976
S1 0.83591 0.78921 2.07899
S2 2.04339 -0.52945 -0.13738
H1 -3.49803 -0.20420 -1.72135
H2 -3.39988 1.56547 -1.78853
H3 -3.99785 0.55206 -0.25740
H4 1.68732 -0.60721 3.96259
H5 1.85974 -1.44198 2.45176
H6 0.37662 -1.38183 3.24966
H7 2.67663 -0.68341 -2.37158
H8 3.07684 1.00112 -1.70596
H9 1.49409 0.64518 -2.31585